[1]
101
Properties=species:S:1:pos:R:3:forces:R:3:mulliken_charge:R:1 method="wB97M-V/def2-TZVPD" spin_multiplicity=1 total_charge=+2 gap_ev=1.503 homo_energy_ha=-0.47096
Tl 3.834516 -3.175110 2.376772 -0.3 0.4 -0.4 1.01
C 0.969116 1.197960 0.326782 0.3 -1.1 0.2 0.23
F 0.132026 1.367310 1.406712 1.1 0.2 -1.2 -0.23
F 0.304586 1.581210 -0.784028 -0.1 -0.4 0.5 -0.29
F 2.045686 2.018750 0.387312 -1.0 -0.7 0.6 -0.18
S 1.500516 -0.730260 0.250072 -0.8 -0.8 1.8 1.19
O 2.160886 -0.989100 1.577472 -1.8 0.6 -1.9 -0.67
O 0.172046 -1.412190 0.000642 3.2 1.7 0.5 -0.40
O 2.495226 -0.792950 -0.806318 -0.9 0.5 -0.4 -0.81
C -0.853714 1.346360 5.597252 -0.5 1.2 0.8 -1.35
C -1.685754 1.944890 4.477202 -0.2 -1.7 0.8 0.08
N -3.100664 1.395800 4.659012 2.1 3.9 -1.4 0.26
C -3.888824 1.941100 5.846792 -1.8 -2.0 -0.5 -0.34
C -5.296814 1.218650 6.002032 1.2 0.0 0.1 -1.38
C -3.755884 1.352080 3.348452 -2.1 -1.6 2.3 -0.73
C -4.233464 2.691600 2.738182 0.3 -0.6 0.3 -0.95
H 0.186046 1.662550 5.513362 0.0 -0.3 0.1 0.39
H -1.004394 0.279440 5.761792 0.3 0.1 -0.4 0.33
H -1.320024 1.868310 6.432842 0.7 -0.3 0.8 0.40
H -1.690834 3.031620 4.561412 -0.3 0.3 0.2 0.28
H -1.196154 1.723510 3.528842 -1.0 -0.4 -0.4 0.09
H -3.423134 1.784270 6.819742 0.8 -0.2 -0.5 0.39
H -4.148434 2.999720 5.852052 0.6 0.5 -0.9 0.32
H -5.093844 0.172480 6.231012 -0.2 -0.1 -0.2 0.37
H -5.793004 1.622700 6.884432 0.1 0.2 -0.1 0.42
H -5.972984 1.302550 5.151232 0.2 0.1 0.1 0.38
H -4.576124 0.747960 3.736202 -1.0 0.0 -1.2 0.40
H -3.288064 0.748480 2.570692 0.8 0.2 0.5 0.46
H -4.759394 3.332910 3.445442 0.4 0.1 0.0 0.30
H -4.949734 2.429170 1.959602 0.2 0.1 -0.2 0.36
H -3.295804 3.080210 2.340842 -0.4 0.8 -0.2 0.31
C 1.238226 5.542470 -1.927928 -2.0 0.2 -0.3 -1.49
C 0.482096 4.514870 -2.855048 -0.1 0.7 0.6 0.52
N -0.704634 4.968760 -3.621418 2.0 -0.1 -1.3 0.16
C -0.462694 6.184030 -4.428328 0.3 0.1 0.7 -0.57
C 0.366366 5.960630 -5.749798 -0.1 0.6 0.3 -1.01
C -1.421864 3.948470 -4.388268 -0.8 -0.4 1.3 -0.33
C -1.761274 2.677450 -3.587748 0.4 0.3 -0.4 -1.24
H 1.724166 6.313160 -2.526258 0.9 -0.6 0.2 0.40
H 1.779986 4.994280 -1.157158 0.6 0.1 -0.6 0.36
H 0.556876 6.167660 -1.350868 -0.6 -0.3 0.1 0.41
H 1.271406 4.250430 -3.558728 0.1 -0.2 -0.8 0.23
H 0.268256 3.566660 -2.361818 -0.3 0.3 0.2 -0.19
H -1.409234 6.661190 -4.682248 -0.1 -0.3 0.0 0.46
H 0.078716 6.890830 -3.799508 -0.1 -0.1 0.0 0.32
H 1.154536 6.711290 -5.808048 0.0 0.1 0.2 0.33
H 0.875826 4.997550 -5.781918 -0.4 -0.1 -0.2 0.38
H -0.283704 6.179050 -6.597028 0.1 -0.6 -0.1 0.30
H -0.830284 3.662620 -5.257998 0.3 0.1 -0.3 0.32
H -2.340204 4.408830 -4.752718 0.0 0.1 -0.1 0.43
H -2.319704 2.922740 -2.684378 0.0 -0.1 0.0 0.35
H -0.844224 2.139340 -3.347808 -0.1 0.0 0.2 0.30
H -2.339304 2.000040 -4.216318 -0.1 0.2 0.0 0.38
C 2.140976 -5.573060 -1.592568 -0.8 1.7 -0.8 -1.31
C 2.247276 -4.064710 -1.343328 2.0 -0.5 0.6 0.53
O 2.670816 -3.635490 -0.271028 -0.3 -0.3 1.3 -0.30
N 2.083176 -3.156250 -2.304758 -1.4 -1.6 -0.1 0.15
C 1.815196 -3.427330 -3.689008 0.4 1.3 -0.4 -1.13
H 2.608226 -5.802050 -2.550348 0.5 -0.3 0.3 0.51
H 1.084036 -5.657250 -1.845308 -0.3 -0.7 0.4 0.36
H 2.458916 -6.154220 -0.726958 0.0 0.2 -0.3 0.18
H 1.902236 -2.213800 -1.989888 0.6 0.1 0.4 0.26
H 1.610256 -2.383130 -3.925108 -0.2 -0.3 -1.5 0.40
H 0.999556 -4.073870 -4.012798 -0.2 0.0 0.7 0.33
H 2.720406 -3.762190 -4.195528 0.0 0.1 -0.1 0.35
C -2.165104 -2.199300 -1.809078 -0.5 -0.1 0.8 -0.29
C -3.458364 -2.986180 -2.125348 1.9 -1.8 0.5 0.58
O -3.694174 -4.113950 -1.665708 0.6 1.2 -0.2 -0.65
N -4.308304 -2.432400 -2.977218 0.1 1.4 -0.7 -0.14
C -4.394644 -1.005090 -3.275928 -1.3 0.7 0.7 -0.91
H -2.506864 -1.365740 -1.195498 0.3 0.2 0.2 0.24
H -1.561274 -1.754600 -2.600108 -0.6 -0.2 -0.6 0.39
H -1.451024 -2.762260 -1.208008 -0.5 -0.2 0.0 -0.38
H -5.077184 -3.048250 -3.200048 -0.2 0.4 -0.1 0.29
H -4.037524 -0.262570 -2.562328 0.9 -0.9 0.9 0.24
H -5.447284 -0.781790 -3.102168 -0.3 0.2 -1.1 0.42
H -3.986254 -0.570080 -4.188118 -0.3 -0.9 -0.6 0.30
C 8.150936 -0.555780 2.147292 -1.7 0.7 -0.2 -1.13
C 6.663996 -0.186190 1.843442 0.5 -1.4 0.8 0.56
O 5.723866 -0.809370 2.313522 -0.6 -1.0 0.7 -0.61
N 6.432506 0.705450 0.907362 1.7 2.6 -1.7 -0.13
C 5.188266 1.075450 0.315252 -1.5 -0.5 -0.1 -0.74
H 8.551266 -0.726900 1.148012 0.5 -0.3 0.3 0.35
H 8.106646 -1.432340 2.793652 0.3 0.0 -0.3 0.28
H 8.681046 0.244740 2.663292 0.0 0.0 -0.2 0.34
H 7.169796 1.364070 0.700682 0.3 -0.4 0.0 0.27
H 4.860006 0.398050 -0.473078 0.0 -0.6 0.3 0.21
H 5.197056 2.007450 -0.249898 0.5 0.4 0.7 0.38
H 4.430976 1.074540 1.099232 -0.2 0.2 -0.2 0.22
C 1.011026 -7.802890 2.181022 -0.1 1.8 1.0 -0.98
C 0.932326 -6.272250 1.991082 -1.4 -1.7 -0.8 0.47
O 1.838496 -5.486340 2.089262 1.4 0.8 0.5 -0.47
N -0.275254 -5.909230 1.488692 -0.2 1.2 -0.5 -0.04
C -0.530934 -4.578840 0.953512 -0.6 0.8 0.3 -0.85
H -0.018414 -8.148820 2.274272 0.3 -0.6 -0.6 0.34
H 1.460036 -7.989670 3.156522 0.5 -0.2 -0.3 0.32
H 1.609506 -8.135970 1.333102 -0.3 -0.6 0.3 0.24
H -1.036744 -6.572470 1.470072 0.2 0.1 -0.1 0.27
H 0.317486 -3.897320 0.891762 0.4 -0.7 0.1 0.06
H -1.230404 -4.020970 1.576112 -0.2 -0.1 0.4 0.41
H -1.039454 -4.563150 -0.010468 0.1 -0.6 -0.2 0.32

[2]
125
Properties=species:S:1:pos:R:3:forces:R:3:mulliken_spin:R:1 method="wB97M-V/def2-TZVPD" spin_multiplicity=5 gap_ev="3.294 / 3.593" homo_energy_ha="-0.29483 / -0.21261"
Tl -1.692939 -2.501763 -3.905352 -0.2 0.3 0.7 0.00
Cr 2.181581 0.666837 -3.120842 -2.9 -2.3 0.0 3.34
O 2.832411 -3.672843 -3.353182 1.3 -0.3 0.8 -0.01
C 2.230311 -2.619893 -3.782332 -6.1 1.8 -3.8 0.03
O 2.606171 -1.448163 -3.401692 2.1 2.6 1.7 -0.20
O 1.236851 -2.682273 -4.537782 1.5 -0.7 0.9 -0.04
H 3.472181 -3.248993 -2.776432 0.9 -0.8 0.8 0.00
O -5.880609 0.367497 -2.223962 -0.3 -1.7 0.6 0.00
C -5.183959 -0.794483 -2.351212 -1.0 -0.5 0.5 -0.05
O -5.680159 -1.844823 -1.794492 -0.3 1.1 0.0 0.51
O -4.138399 -0.894883 -2.972072 1.3 0.5 -0.6 0.12
H -5.402009 1.125757 -2.566852 0.7 0.3 -0.6 0.00
O -2.700689 -2.287853 1.246208 3.8 2.6 -1.3 0.03
C -3.710689 -2.946203 1.599868 -6.4 -4.8 2.3 -0.06
O -4.849849 -2.606663 1.075838 1.0 0.8 -0.3 0.33
O -3.707849 -3.911913 2.353378 1.3 -0.1 0.6 0.12
H -3.251059 -1.830133 0.606528 0.6 1.8 -1.7 0.01
O -0.396349 -0.317813 0.614418 1.3 1.7 1.0 0.01
C -0.052779 -0.513603 -0.666152 -2.6 -3.4 -2.3 0.02
O -0.623069 -1.427343 -1.254992 -0.4 -1.0 0.1 0.02
O 0.740681 0.223267 -1.262942 4.1 3.9 -0.8 -0.12
H -1.081339 -0.947253 0.851498 -0.4 -0.7 0.0 0.00
O -0.777609 1.738367 -6.078182 0.4 0.3 0.0 -0.01
C -0.494709 1.042667 -4.965062 -4.4 -2.9 1.7 -0.01
O 0.708531 0.960547 -4.616472 5.1 0.8 1.5 -0.04
O -1.414199 0.426047 -4.395232 1.1 1.4 -1.0 0.00
H 0.073821 2.034277 -6.408492 0.1 0.3 -0.4 0.00
C 1.456571 3.061217 1.789938 -2.0 -0.2 0.1 0.00
C -0.097159 2.860457 1.964388 1.8 0.1 1.1 0.00
O -0.636009 2.417777 0.787348 -0.3 0.0 -1.7 0.00
O 2.161531 1.823417 1.655608 0.1 0.8 0.2 0.00
H 1.831931 3.667757 2.614138 0.4 -0.4 0.1 0.00
H 1.489511 3.647097 0.871368 0.5 0.1 -0.1 0.00
H -0.509299 3.828177 2.250298 -0.3 -0.2 0.1 0.00
H -0.368339 2.048117 2.638678 0.5 0.6 1.1 0.00
H -0.465059 1.473147 0.781048 -0.3 -0.7 -0.5 0.00
H 2.027771 1.515107 0.756358 -0.3 -0.3 -0.3 0.00
C -2.670039 -3.313133 5.486648 -1.2 1.2 -0.5 0.00
C -3.442819 -1.979873 5.385638 0.4 -1.0 -1.7 0.00
O -4.497299 -1.897703 6.268878 -0.5 0.8 2.6 0.00
O -3.573719 -4.393913 5.396208 0.4 -0.4 0.0 0.00
H -2.130659 -3.320173 6.433808 0.2 -0.1 0.1 0.00
H -1.972319 -3.277263 4.649988 0.0 -0.7 0.0 0.00
H -3.951599 -1.797233 4.439128 0.8 -0.5 -0.9 0.00
H -2.644809 -1.240533 5.453968 -0.4 0.8 0.8 0.00
H -5.291609 -2.334393 5.952698 0.4 -0.1 -0.4 0.00
H -3.999679 -4.459953 6.253998 -0.1 0.0 0.1 0.00
C -3.957199 3.471717 -2.230062 -0.9 -1.0 0.3 0.00
C -2.629099 2.919707 -1.870542 0.8 0.8 0.4 0.00
O -2.142549 3.766657 -0.837762 -0.1 0.3 -0.6 0.00
O -4.541849 2.607987 -3.189832 -0.5 0.4 -0.5 0.00
H -3.885809 4.508457 -2.558962 0.0 0.1 -0.1 0.00
H -4.599199 3.400367 -1.352082 -0.1 0.3 0.0 0.00
H -2.013039 3.013397 -2.764852 0.5 -0.2 -0.3 0.00
H -2.648219 1.862127 -1.607372 -0.3 0.0 0.2 0.00
H -1.608139 3.247217 -0.232632 0.2 -0.3 0.4 0.00
H -4.051619 2.674597 -4.012532 0.1 -0.2 -0.1 0.00
C 1.534751 -3.856713 0.613178 -1.1 1.4 -0.1 0.00
C 2.394341 -2.621083 0.789198 1.3 -0.4 1.3 0.00
O 3.345931 -2.964543 1.863908 -0.5 0.5 -0.3 0.00
O 2.250141 -5.010053 0.843928 0.0 -1.2 -0.7 0.00
H 1.026931 -3.810243 -0.350172 0.6 -0.5 -0.6 0.00
H 0.646531 -3.733063 1.232748 0.1 -0.3 0.8 0.00
H 1.778271 -1.786403 1.123668 0.0 0.2 -0.3 0.00
H 3.038471 -2.364383 -0.051822 -0.4 0.1 -0.5 0.00
H 4.069381 -2.333873 1.842188 0.0 0.0 0.0 0.00
H 2.778221 -4.905273 1.638758 0.0 0.3 0.1 0.00
C -3.039289 -5.348073 -1.378142 -0.7 0.4 0.2 0.00
C -1.656259 -5.192713 -0.859942 0.1 -0.6 1.1 0.00
O -0.707329 -5.122583 -1.883622 0.8 0.7 -1.2 0.00
O -3.436819 -4.124123 -2.031912 0.5 -1.1 -0.2 0.00
H -3.755239 -5.520093 -0.574452 0.2 0.0 0.4 0.00
H -3.071309 -6.244583 -1.997282 -0.1 0.1 -0.6 0.00
H -1.365489 -6.069313 -0.281032 -0.5 0.0 0.6 0.00
H -1.613139 -4.310463 -0.221292 0.2 0.1 -0.1 0.00
H -0.288509 -5.981313 -1.977262 0.0 0.1 -0.1 0.00
H -4.383199 -4.229193 -2.154082 -0.3 0.7 -0.1 0.00
C 5.995441 2.384197 1.672258 -0.6 -1.8 -0.5 0.00
C 6.924011 2.642957 0.492408 0.3 0.6 0.2 0.00
O 7.622671 1.477767 0.063218 -0.5 -0.2 0.1 0.00
O 4.903391 1.526127 1.221248 0.7 0.7 -0.2 0.00
H 5.629751 3.286687 2.162038 0.0 0.2 -0.3 0.00
H 6.417571 1.752747 2.454038 0.8 0.4 -0.1 0.00
H 7.649411 3.425337 0.715538 0.1 0.1 0.4 0.00
H 6.357271 3.047577 -0.346152 -0.5 0.0 0.0 0.00
H 7.909861 1.655877 -0.835342 0.3 -0.1 0.1 0.00
H 4.100591 2.051897 1.195138 -0.5 -0.1 0.2 0.00
C -3.707069 0.887727 2.078188 -1.5 -1.3 -0.4 0.00
C -3.675319 1.466257 3.450088 1.3 -0.2 0.7 0.00
O -3.331399 2.841337 3.337348 -0.2 0.5 0.4 0.00
O -4.553149 1.659567 1.242688 0.2 0.3 -0.1 0.00
H -4.244029 -0.060653 2.096608 0.4 -0.4 0.1 0.00
H -2.718379 0.721057 1.650618 0.2 0.3 -0.1 0.00
H -2.855039 1.051477 4.035918 0.2 -0.3 -0.1 0.00
H -4.533799 1.220087 4.074988 -0.5 0.6 -0.4 0.00
H -4.102369 3.334867 3.048148 -0.1 0.1 0.3 0.00
H -4.325859 2.571297 1.439358 0.1 0.2 -0.5 0.00
C 4.973821 0.893977 -4.131952 1.0 -0.5 1.9 0.00
C 5.154731 1.219807 -2.627312 -0.6 -1.0 -0.9 0.00
O 4.128601 0.442107 -1.927942 0.3 1.1 -1.2 -0.01
O 3.670481 1.354657 -4.460572 0.0 0.2 -0.1 0.01
H 5.001831 -0.180833 -4.311082 0.2 -0.1 0.1 0.00
H 5.755771 1.373427 -4.720832 -0.2 0.2 -0.1 0.00
H 4.954521 2.278987 -2.465602 0.2 0.0 0.1 0.00
H 6.138011 0.908127 -2.275022 -0.1 0.2 0.0 0.00
H 4.569841 0.029657 -1.181752 -0.5 -0.2 0.6 0.00
H 3.764741 1.627807 -5.376052 -1.2 0.1 -0.3 0.00
C 1.075101 3.607677 -2.011052 -1.3 1.6 -0.1 -0.02
C 0.442531 4.494517 -3.093092 0.9 0.3 -1.9 0.00
O 1.472091 5.265747 -3.753082 1.3 0.0 0.7 0.00
O 2.324421 3.005417 -2.387322 -0.8 -1.5 -0.1 0.01
H 0.290091 2.886037 -1.785002 0.6 -0.5 0.2 0.02
H 1.225411 4.228987 -1.128162 0.2 -0.2 0.1 0.00
H -0.335009 5.177167 -2.750262 -0.1 -0.5 0.5 0.00
H 0.092731 3.899217 -3.936512 -0.7 -0.5 0.4 0.00
H 1.182681 6.049857 -4.225322 -0.5 -0.1 0.2 0.00
H 2.904521 3.702347 -2.702572 0.0 0.2 -0.4 0.00
Cl 0.341211 -0.511573 6.508488 0.3 -0.1 -0.1 0.00
C 1.000781 -0.284003 4.852898 -0.4 -0.9 0.0 0.00
C 1.764401 -1.487913 4.277018 0.2 1.0 -0.7 0.00
Cl 0.863041 -2.961903 3.861478 -0.3 0.3 0.7 0.00
H 1.657331 0.586087 4.849808 0.0 -0.1 0.1 0.00
H 0.109781 -0.059143 4.266678 0.2 -0.1 -0.2 0.00
H 2.686111 -1.731193 4.805568 -0.4 -0.2 0.4 0.00
H 2.096061 -1.119913 3.306098 0.1 0.0 -0.1 0.00

no.,M (g mol⁻¹),electronic energy (Eh)
1,848.22,-2712.06754
2,1219.03,-5610.41363